This record from the Open Molecules 2025 dataset describes 13 unconnected molecules or ions with the total composition C24H30Cl36N4O5S. The level of theory is ωB97M-V/def2-TZVPD.

Properties
* frontier orbital gap: 9.29 eV
* charge: 0

CARTESIAN COORDINATES (ANGSTROEM)
1 H -3.38286 1.31036 5.40645
2 Cl -6.05963 3.30855 0.51234
3 H 3.55862 6.18852 2.80173
4 O 1.86380 -3.34411 2.95567
5 Cl -0.78461 -7.15540 -2.57448
6 Cl 1.47433 -3.77867 -6.37094
7 Cl 2.81514 4.44304 -1.61187
8 C -0.31244 4.22274 2.49248
9 O 5.12449 0.66527 2.20099
10 H -2.40217 -4.23087 4.02070
11 Cl 2.77591 11.19987 2.67750
12 H -1.22678 -2.37713 0.82821
13 H 4.56923 -4.12860 1.55947
14 S -4.55102 -3.19646 4.33257
15 Cl -3.89979 4.41789 2.09941
16 Cl 0.65515 2.90237 1.82780
17 Cl -2.76493 -4.79259 -7.88523
18 C -1.80182 -7.77688 -3.87899
19 H 0.91480 4.21968 -0.27546
20 Cl -0.81941 3.84835 4.13809
21 Cl -1.12822 -0.34873 -6.41533
22 Cl -4.22739 -6.44958 -9.76802
23 H -3.51358 -4.54334 2.67634
24 Cl 2.52488 7.38999 -3.85111
25 N -4.76596 -0.69546 3.38964
26 C -5.55483 3.48293 -3.94286
27 C 3.25793 -3.73016 5.09518
28 Cl -2.18449 -1.18021 -1.74859
29 C 3.59131 -1.60594 2.69394
30 O -3.70976 -0.75194 5.29463
31 C 4.38157 5.67132 3.27819
32 C -1.86384 -2.63450 -2.69719
33 H 2.91262 -3.97582 -4.53399
34 C 1.08874 4.58471 -1.27733
35 C 4.05536 -3.79661 3.80994
36 H 4.61712 8.24927 -3.22853
37 H -1.20027 4.33054 1.88173
38 Cl 3.22325 10.12950 -3.18173
39 C -3.11112 -3.77961 3.33571
40 H -0.43108 -4.12725 3.11572
41 Cl -2.08881 -6.51433 -5.07522
42 C -2.63111 -5.97070 -9.19041
43 Cl -2.54798 -2.52313 -4.32606
44 C 3.59860 8.42619 -2.91087
45 C -4.49807 2.98068 1.25104
46 Cl -2.29104 1.17458 -4.27982
47 C -0.27291 -3.93220 2.05812
48 Cl -3.32513 -8.39602 -3.24136
49 Cl -1.65308 -5.33123 -10.51213
50 C 1.85743 -3.76699 -4.64836
51 C -1.48181 -3.21954 1.46129
52 H -2.13630 -6.84978 -8.79950
53 H 3.06827 -4.53220 1.16824
54 C -2.45211 -2.67927 2.52227
55 H 2.19810 -2.37991 6.33749
56 Cl 4.32746 6.03419 5.00416
57 H -2.05649 -3.91517 0.85012
58 Cl -3.31895 2.42959 0.05701
59 C 3.23208 -3.11784 2.64515
60 H 4.16113 -4.85285 3.58068
61 N 3.65235 -3.73508 1.39596
62 H -4.63311 2.18961 1.97561
63 H -1.27793 -8.59279 -4.35809
64 H 2.71320 -0.99687 2.50560
65 H 4.10239 9.88585 1.26636
66 Cl 4.19930 3.94035 2.99342
67 H -1.92752 -1.99441 3.19064
68 Cl -2.48470 -4.05289 -1.85413
69 Cl 0.94639 -5.02677 -3.80462
70 Cl 5.87877 6.26743 2.55756
71 H 5.00046 -3.28244 3.95963
72 O 4.57472 -1.34952 1.68113
73 Cl -4.49407 3.38491 -5.35405
74 N -4.38396 0.59477 3.72555
75 N 4.59694 0.03745 1.37387
76 Cl 5.08927 9.58884 3.36799
77 H 2.76823 -4.62711 5.45371
78 Cl -5.15628 2.23308 -2.76838
79 H -2.81587 1.26950 -6.53976
80 C -1.89000 1.18225 -5.98568
81 Cl 0.54599 6.26534 -1.33876
82 Cl -7.24661 3.35251 -4.42973
83 Cl 1.53722 -2.17658 -3.95087
84 H -5.41015 4.44995 -3.48009
85 Cl 3.47460 8.01616 -1.19901
86 H 4.04771 -1.39674 3.65375
87 C 0.98389 -3.09884 1.94595
88 Cl -0.86063 2.55288 -6.41158
89 C 3.72158 9.76887 2.27291
90 Cl 2.70067 8.32420 2.30592
91 C -4.34791 -1.46563 4.31435
92 H -3.21872 -2.13939 1.97686
93 Cl 0.57693 5.75165 2.44522
94 C -3.79134 0.49322 4.84344
95 H 3.90579 -1.88596 5.88930
96 O 1.16282 -2.29843 1.05923
97 C 3.11308 -2.62061 5.81596
98 H -0.79329 -2.74798 -2.79915
99 H -0.10373 -4.88027 1.55305
100 Cl 0.14601 3.59040 -2.38362

These are the Mulliken partial charges, in e, on atoms 1 to 5:
1 H 0.49
2 Cl -0.13
3 H -0.45
4 O -0.22
5 Cl -0.10

=====

This record from the Open Molecules 2025 dataset describes 6 unconnected molecules or ions with the total composition C24H30F18O12. The level of theory is ωB97M-V/def2-TZVPD.

Properties
* frontier orbital gap (spin up / spin down): 2.02 / 6.76 eV
* relative energy (zero: lowest compared OMol25 entry of this formula, charge and spin): 13.7 kcal per mole
* <S²>: 0.753
* charge: -1
* 2S+1: 2

CARTESIAN COORDINATES (ANGSTROEM)
1 C 3.71946 -5.44652 1.63770
2 H 2.74241 8.36083 -1.57489
3 C -3.67621 5.59850 -2.81983
4 C 2.62566 7.49545 -0.92252
5 C 2.93694 0.24813 -5.74646
6 O 3.98951 -5.69077 0.43782
7 H 3.90383 -1.23311 -1.31423
8 H 0.43685 -4.63975 1.80065
9 C 0.51788 5.38463 0.20421
10 F 2.85694 -0.14086 -7.06225
11 F 4.26292 0.48522 -5.50060
12 H 2.51864 -3.13937 -3.24381
13 C -0.09670 4.44672 -3.81861
14 H -0.31149 3.65665 -3.09906
15 F -4.43777 5.63315 -3.85356
16 O 1.12541 -1.14250 -4.86985
17 H 0.54232 3.37924 -5.58609
18 C 3.78995 -2.21976 -1.76328
19 O -1.27498 5.26160 -3.47958
20 H 0.28700 1.80882 -0.51323
21 C 0.13037 4.19367 1.15053
22 F -6.61994 -2.22184 7.73586
23 F -0.27632 -2.18436 2.74362
24 F -0.98478 3.60302 0.71126
25 C -0.31481 0.63656 -2.19880
26 F 5.90849 -5.05125 2.36341
27 H -0.46746 -6.03624 1.47787
28 C -5.66841 -3.07206 8.09600
29 O 3.21536 -1.23905 -3.80299
30 H 3.62434 7.37619 -0.50236
31 H 1.91511 8.29492 0.97651
32 F 4.33947 -4.48667 3.69690
33 F -4.73298 -2.39173 8.79542
34 H 1.76267 -1.79589 -2.39850
35 O -2.68419 3.37963 -3.26150
36 H -5.05399 -5.45181 4.81915
37 O 1.34589 6.32109 0.80525
38 C -2.49551 4.59185 -3.17431
39 O -0.41856 0.05182 0.22862
40 C 1.54816 7.65045 0.17771
41 H -0.35088 4.94014 -5.93418
42 C 2.70773 -2.16216 -2.79952
43 H 3.55501 -2.98867 -1.02730
44 H -0.24778 -0.39631 -2.54055
45 O 0.09043 5.50580 -0.95168
46 O 2.71861 -5.91538 2.40076
47 H 0.68154 -5.52751 0.28804
48 C 4.70342 -4.58144 2.41364
49 F -6.15360 -4.02066 8.88575
50 F 4.70217 -3.33249 1.87775
51 O 1.00057 -1.83742 0.31238
52 H -1.16399 3.51070 -5.47887
53 H 0.86701 4.89693 -3.58055
54 F -3.29636 6.77487 -2.43498
55 C -4.00512 -3.67699 3.84500
56 C 2.30201 -0.75907 -4.78860
57 H 1.79565 -7.25587 1.08191
58 F 0.12370 4.61446 2.42199
59 H -4.25628 -2.62043 3.75180
60 H 2.38133 6.64193 -1.55489
61 H 1.33282 0.48310 -0.76764
62 H -1.34653 0.98727 -2.22459
63 H 0.62811 8.06792 -0.23136
64 C -4.91558 -3.73837 6.92501
65 H -3.70233 -4.08617 2.88116
66 H 1.22827 -7.14850 2.81390
67 H 4.79457 -2.54416 -2.03457
68 H -6.01477 -4.35378 3.83591
69 F -1.47561 -3.04169 1.24272
70 F 2.26585 1.43141 -5.67480
71 H 0.25702 1.23944 -2.90424
72 H -3.05570 -3.71136 4.37935
73 C -1.02940 -1.87706 1.65078
74 F -4.31577 4.98049 -1.82105
75 C -5.17579 -4.40804 4.52965
76 C -0.24740 4.06872 -5.28764
77 O -5.61674 -3.69454 5.75494
78 C 1.60247 -6.61350 1.94106
79 C -0.00067 -1.23934 0.64803
80 O -3.78974 -4.29713 7.07150
81 F -1.99603 -0.96993 2.00664
82 C 0.27789 0.75598 -0.79525
83 C 0.53874 -5.63303 1.36348
84 F 1.06957 3.25755 1.15689

These are the Mulliken partial charges, in e, on atoms 1 to 5:
1 C 0.50
2 H 0.36
3 C 0.84
4 C -0.87
5 C 0.81

=====

This record from the Open Molecules 2025 dataset describes a single C24H30F2N4O2 molecule. The level of theory is ωB97M-V/def2-TZVPD.

Properties
* frontier orbital gap: 8.80 eV
* relative energy (zero: lowest compared OMol25 entry of this formula, charge and spin): 4.1 kcal per mole
* charge: 0
* SMILES: O=C(NCCCN1CCN(CCCNC(=O)c2ccc(F)cc2)CC1)c1ccc(F)cc1

CARTESIAN COORDINATES (ANGSTROEM)
1 C 0.98427 2.84401 -0.33550
2 C -4.36932 2.63219 -1.23931
3 F -1.43245 3.59838 2.23784
4 H -2.69862 0.99303 1.16560
5 C -0.11763 -1.30176 -0.84389
6 C 2.08503 2.48876 0.43822
7 C 3.64570 -1.35809 -0.94045
8 H 3.29984 -0.76702 -2.99083
9 H -5.28619 1.78002 -2.97124
10 C 0.67532 -0.82167 1.31659
11 H 2.86871 2.30523 2.40943
12 H -1.38453 -4.04522 2.56215
13 H 2.80803 -0.55310 1.42214
14 H 0.72993 2.97277 3.51661
15 C 2.10148 -1.19644 0.89186
16 C -3.67916 0.06340 -0.51536
17 N 3.27636 1.49336 -1.38716
18 H 4.97768 -1.15550 -2.61383
19 H -3.64109 -3.15951 2.49141
20 C 1.99582 2.55450 1.82585
21 C -3.64953 2.43035 -0.07506
22 O -3.31841 -2.22667 -1.03291
23 C -0.19942 3.22852 0.26616
24 H -0.87620 -1.83282 -1.42032
25 C -1.51578 -3.06122 2.10899
26 C -3.29629 1.14050 0.27838
27 H 1.40628 -1.54501 -2.34648
28 H 4.61419 1.29451 -2.97146
29 N -0.35712 -1.51513 0.56985
30 H 3.74386 -2.45173 -1.05827
31 C -0.26817 3.24945 1.64776
32 C 1.28285 -1.74261 -1.27978
33 C -4.73503 1.58424 -2.06519
34 C 3.38236 2.03731 -0.15313
35 H -0.22972 -0.22818 -1.03071
36 N 2.29064 -1.00090 -0.53748
37 H 2.31134 -2.24288 1.18007
38 H -1.05808 3.50953 -0.32228
39 C -0.52782 -2.91164 0.94692
40 H 0.52951 0.24981 1.15261
41 C 4.07974 -0.66619 -2.23425
42 H -3.26462 -0.86369 1.79878
43 H 1.04717 2.85073 -1.41304
44 H 0.55472 -1.02773 2.38208
45 H -3.38439 3.27240 0.54455
46 H 2.36349 1.19396 -1.69198
47 C -3.38436 -1.36335 -0.17623
48 F -4.71295 3.89033 -1.58368
49 H 1.39181 -2.83189 -1.12411
50 H 5.24581 0.93815 -1.34788
51 H -3.16846 -3.64284 0.84337
52 H 0.42358 -3.38416 1.23160
53 N -3.28763 -1.62692 1.14359
54 H 4.32551 -1.04713 -0.14331
55 H -4.65545 -0.54432 -2.30630
56 C 4.38637 0.81495 -2.01217
57 C -4.38475 0.30126 -1.69261
58 C -2.97137 -2.93711 1.65371
59 H -0.92493 -3.45262 0.08615
60 C 0.81684 2.92710 2.44263
61 H -1.30535 -2.30676 2.86930
62 O 4.44061 2.17307 0.43204

These are the natural (NBO) partial charges, in e, on atoms 1 to 5:
1 C -0.18
2 C 0.40
3 F -0.33
4 H 0.21
5 C -0.22

=====

This record from the Open Molecules 2025 dataset describes a molecular structure, C24H30InN3O4P. The level of theory is ωB97M-V/def2-TZVPD.

Properties
* frontier orbital gap: 6.27 eV
* relative energy (zero: lowest compared OMol25 entry of this formula, charge and spin): 0.0 kcal per mole
* charge: -1

CARTESIAN COORDINATES (ANGSTROEM)
1 H -3.19210 -2.46045 -0.39301
2 C 4.15803 2.92929 1.34588
3 H -4.67819 -0.55847 -2.50317
4 N 2.71606 -0.11912 -0.21279
5 H 4.40461 0.82407 1.67596
6 C 2.46171 2.22850 -0.71329
7 C -4.51013 1.87438 -1.15151
8 H -3.39299 0.17346 -3.46905
9 C -3.13438 1.35061 -0.72591
10 H 1.83737 1.94360 -1.55643
11 H 6.09733 -4.20499 0.02605
12 C -3.37374 -1.44321 -0.03564
13 H -4.58488 1.95418 -2.23786
14 H 0.23056 -2.71964 -2.49451
15 C 5.87187 -2.08961 -0.32694
16 H 5.36704 -0.03173 -0.65422
17 P -2.56848 -0.33912 -1.28476
18 H -3.57481 -2.81583 -2.74760
19 H -2.22866 -2.05867 -3.62038
20 C 3.92898 1.58845 1.07477
21 H 3.72295 4.98234 0.83259
22 H 2.23353 4.33447 -1.04777
23 H -2.77492 -1.34747 0.87178
24 H -4.68045 2.87223 -0.73485
25 H -5.02481 -0.26296 0.75165
26 C -3.30147 -1.98693 -3.41116
27 H 4.82839 3.19623 2.15629
28 H 1.38563 -1.72625 -3.34768
29 H -3.85638 -2.11220 -4.34632
30 H -0.65144 3.44296 2.58674
31 C 2.69783 3.56937 -0.43370
32 C 5.00373 -1.00953 -0.36465
33 C 4.07812 -3.52406 0.33331
34 H -5.32082 1.23017 -0.80778
35 H -3.04830 1.34833 0.36724
36 C -1.33879 1.14612 4.19210
37 H 2.16721 -2.58239 0.59978
38 C -3.62094 -0.63209 -2.76546
39 H -2.36939 2.04299 -1.08654
40 O -1.42342 -0.04706 4.73524
41 C -0.52893 2.44014 2.20207
42 O -0.76290 -1.79702 2.90895
43 C 3.04977 1.19027 0.04569
44 O -0.09691 -1.80182 0.77467
45 H -5.17122 -1.99245 1.03934
46 C -0.78133 1.23526 2.80754
47 C 3.63812 -1.16197 -0.06359
48 N 0.00877 0.86282 0.72799
49 C 3.20178 -2.44604 0.30514
50 N -0.06835 2.17450 0.97245
51 H 0.33193 2.81311 0.30824
52 H 3.70552 -4.50185 0.61571
53 C 0.35433 -1.71102 -2.94597
54 H 6.91569 -1.94152 -0.58346
55 H -5.49626 -1.34495 -0.57087
56 C -4.85160 -1.24530 0.30699
57 C 5.41978 -3.36020 0.01427
58 In 0.73387 -0.73411 -1.06966
59 C -0.41962 -1.23197 1.85377
60 O -1.68229 2.15704 4.76675
61 C -0.41095 0.26889 1.83329
62 C 3.54305 3.93881 0.60604
63 H -1.17373 -0.77060 4.06823

These are the natural (NBO) partial charges, in e, on atoms 1 to 5:
1 H 0.23
2 C -0.19
3 H 0.20
4 N -0.83
5 H 0.22

=====

Number 1: E_tot -503208.7643 eV, maximum force 0.0411 Eh/bohr. Number 2: E_tot -98858.1166 eV, maximum force 0.0993 Eh/bohr. Number 3: E_tot -40866.5896 eV, maximum force 0.0085 Eh/bohr. Number 4: E_tot -52499.0608 eV, maximum force 0.0114 Eh/bohr.